Record 1
12
Properties=species:S:1:pos:R:3:forces:R:3:mulliken_charge:R:1 method="wB97M-V/def2-TZVPD" lumo_energy_ha="-0.1903 / -0.1999" relative_energy_kcal_mol=95.9 charge=+1
C -0.8891 -1.2443 -0.0240 0.2 0.2 -2.6 -0.20
C -2.0567 -0.5019 1.9882 0.0 0.7 0.2 0.06
C 1.6103 1.2092 -0.7191 1.2 0.9 1.8 -0.70
N -1.5983 -0.7717 0.9701 0.0 0.3 2.2 0.02
N 0.0141 -0.3967 -0.6534 0.8 0.0 1.6 0.28
N 0.4473 0.6860 -0.0990 -2.2 -2.4 -1.0 -0.45
H -1.3758 -2.0400 -0.5593 0.4 -0.2 -0.4 0.31
H -2.2931 -0.2108 3.0063 -0.2 -0.2 -0.5 0.40
H 1.4138 1.6426 -1.6736 -0.1 0.1 -1.0 0.30
H 1.8165 2.0992 -0.0281 0.7 -1.5 -1.1 0.28
H 2.3681 0.3650 -0.7525 -0.3 1.5 0.0 0.35
H 0.5429 -0.8366 -1.4555 -0.7 0.6 0.7 0.35


Record 2
13
Properties=species:S:1:pos:R:3:forces:R:3:mulliken_charge:R:1 method="wB97M-V/def2-TZVPD" lumo_energy_ha=0.0304 relative_energy_kcal_mol=38.0 charge=0
C 1.7503 0.1972 0.4373 0.2 0.1 0.3 -0.64
O 1.1484 -0.2715 -0.7501 0.0 0.0 -0.1 -0.38
C -0.1405 0.2364 -0.9717 -0.2 0.1 -0.1 -0.46
C -1.1943 -0.6227 -0.2267 0.0 -0.1 0.0 -0.42
C -1.8253 0.0167 0.9308 -0.4 0.4 0.8 0.28
N -2.3345 0.5152 1.8433 0.6 -0.5 -1.0 -0.43
H 2.3041 1.1240 0.2437 -0.1 0.0 0.1 0.26
H 1.0193 0.3835 1.2368 0.1 -0.1 -0.1 0.29
H 2.4490 -0.5690 0.7808 0.0 0.1 0.0 0.23
H -0.2113 1.2951 -0.6829 0.0 -0.2 0.0 0.40
H -0.3150 0.1683 -2.0486 0.0 0.0 0.2 0.28
H -0.6632 -1.5175 0.1112 -0.2 0.0 0.0 0.26
H -1.9869 -0.9558 -0.9038 0.1 0.1 0.1 0.32


Record 3
98
Properties=species:S:1:pos:R:3:forces:R:3:mulliken_charge:R:1 method="wB97M-V/def2-TZVPD" s_squared=0.794 lumo_energy_ha="0.0788 / 0.0696" spin_multiplicity=2 charge=-1
Fe -2.0430 0.0149 -1.2809 0.7 1.1 -0.5 0.33
C -3.9146 2.5325 2.3958 0.0 0.0 0.0 -1.69
C -3.4158 1.6117 1.3241 0.0 -0.2 0.0 0.73
N -2.2623 1.0613 1.3052 0.2 -0.1 0.0 0.29
O -1.4237 1.4018 2.3570 -0.5 0.2 -0.1 -0.54
C -4.2865 1.2957 0.1635 0.3 0.4 -0.1 0.03
C -5.7673 1.4875 0.1391 0.0 0.1 0.0 -1.69
N -3.6169 0.8385 -0.8279 -0.5 -1.6 0.3 1.18
O -4.0235 0.4066 -1.9781 0.1 0.5 -0.2 -0.85
H -3.1107 2.8157 3.0687 0.0 0.0 0.0 0.41
H -4.6983 2.0432 2.9786 0.0 0.0 0.0 0.33
H -4.3543 3.4280 1.9521 0.0 0.0 0.0 0.33
H -0.6934 0.7690 2.2322 0.2 -0.2 -0.1 -0.05
H -6.2189 1.0796 1.0452 0.0 0.0 0.0 0.39
H -6.1680 0.9614 -0.7258 0.0 0.0 0.0 0.38
H -6.0612 2.5389 0.0685 0.0 0.0 0.0 0.26
C 0.8751 1.0511 4.2536 0.1 0.1 0.0 -2.02
C 2.2176 0.7190 3.6507 0.0 0.0 0.0 1.22
C 3.3416 1.3832 4.1303 0.0 0.0 0.0 -0.73
C 4.6047 1.1379 3.6116 0.0 0.0 0.0 -0.82
C 4.7543 0.2084 2.5966 0.0 0.0 0.0 -0.76
C 3.6436 -0.4662 2.1120 0.0 0.0 0.1 -0.73
C 2.3722 -0.2236 2.6217 0.0 0.1 -0.1 0.94
P 0.8939 -1.0414 1.8978 0.1 -0.1 0.1 0.87
C 1.5018 -1.9150 0.3889 0.1 0.0 -0.1 -1.03
C 0.8303 -1.2871 -1.9718 0.2 0.1 0.0 -1.44
C 0.8786 -2.4524 -2.6411 -0.2 0.0 0.1 -0.19
C 1.6131 -3.6071 -2.2219 0.0 0.0 0.0 -1.31
C 2.0599 -3.9117 -0.9863 0.0 0.0 -0.1 -1.22
C 1.8226 -3.2319 0.2774 -0.1 0.1 0.1 1.78
C 1.9907 -4.1774 1.4484 0.0 0.0 0.1 -1.63
C 0.5236 -2.2646 3.2336 0.0 -0.1 -0.1 0.97
C 1.3271 -2.3915 4.3610 0.1 0.0 -0.1 0.05
C 1.0553 -3.3091 5.3669 0.0 0.0 0.0 -0.78
C -0.0478 -4.1574 5.2523 0.0 0.0 0.0 -0.65
C -0.8886 -4.0337 4.1751 0.0 0.0 0.0 -0.78
C -0.6724 -3.0542 3.1648 0.1 0.0 0.1 0.97
C -1.6337 -2.8898 2.1708 0.1 0.0 0.0 -0.99
H 0.9778 1.2526 5.3215 0.0 0.0 0.0 0.56
H 0.1522 0.2445 4.1440 0.0 0.0 0.0 0.30
H 0.4515 1.9476 3.7912 0.0 -0.1 0.0 0.29
H 3.2190 2.1079 4.9289 0.0 0.0 0.0 0.42
H 5.4620 1.6789 3.9938 0.0 0.0 0.0 0.34
H 5.7278 0.0145 2.1641 0.0 0.0 0.0 0.41
H 3.7625 -1.1708 1.2991 0.0 0.0 0.0 0.35
H 0.4697 0.6227 -2.0046 -0.1 0.1 0.1 0.14
H 0.3069 -2.5429 -3.5589 0.0 0.0 0.0 0.43
H 1.8060 -4.3468 -2.9937 0.0 0.0 0.0 0.33
H 2.5805 -4.8597 -0.8945 0.0 0.0 0.0 0.27
H 2.5771 -5.0416 1.1324 0.0 0.0 0.0 0.53
H 1.0358 -4.5553 1.8174 0.0 0.0 0.0 0.20
H 2.5115 -3.7113 2.2779 0.0 0.1 0.1 0.28
H 2.2160 -1.7782 4.4434 0.0 -0.1 0.0 0.40
H 1.7163 -3.3831 6.2214 0.0 0.0 0.0 0.43
H -0.2421 -4.9062 6.0107 0.0 0.0 0.0 0.37
H -1.7567 -4.6759 4.0816 0.0 0.0 0.0 0.39
H -1.5769 -2.0824 1.4627 0.0 0.1 -0.1 -0.66
H -2.4926 -3.5445 2.1229 0.0 0.0 0.0 0.26
S -2.4715 -2.2469 -0.9491 -0.1 0.0 0.1 -0.21
C -3.3166 -2.5839 -2.3630 0.0 0.0 0.0 0.47
N -3.8913 -2.8540 -3.3326 0.0 0.0 0.0 -0.76
C 0.4183 3.8602 -2.1480 0.0 0.0 0.0 -0.91
P -1.2841 3.3024 -2.0578 0.0 0.0 -0.1 1.11
C -2.1075 4.3330 -0.8341 0.0 0.0 0.0 -1.16
C -2.0386 3.6473 -3.6507 0.0 0.0 0.0 -1.19
O -1.3613 1.8548 -1.7361 0.0 0.1 0.2 -0.57
H 0.4733 4.9316 -2.3454 0.0 0.0 0.0 0.51
H 0.9232 3.3133 -2.9458 0.0 0.0 0.0 0.25
H 0.9240 3.6232 -1.2112 0.0 0.0 0.0 0.15
H -1.9661 5.3926 -1.0501 0.0 0.0 0.0 0.53
H -1.6986 4.0956 0.1495 0.0 0.0 0.0 0.20
H -3.1722 4.0954 -0.8366 0.0 0.0 0.0 0.27
H -1.9883 4.7061 -3.9077 0.0 0.0 0.0 0.45
H -3.0782 3.3189 -3.6177 0.0 0.0 0.0 0.30
H -1.5165 3.0541 -4.4052 0.0 0.0 0.0 0.16
C -0.6431 0.5880 -6.4834 0.0 0.0 0.0 -0.57
C 0.5590 0.9358 -5.8780 0.0 0.0 0.0 -0.79
C 0.7786 0.6246 -4.5448 0.0 0.0 0.0 -0.09
C -0.2117 -0.0135 -3.7994 0.1 0.1 -0.1 -0.70
C -1.4080 -0.3660 -4.4044 0.0 -0.1 0.0 -0.01
C -1.6160 -0.0719 -5.7462 0.0 0.0 0.0 -0.87
N 0.0214 -0.2110 -2.3992 -0.6 -0.7 0.1 2.05
C 1.7427 -0.8907 -0.7845 0.0 0.0 0.1 4.75
C 1.4690 0.5376 -0.3352 0.0 0.1 0.1 -0.95
C 2.4279 1.5325 -0.2757 -0.1 -0.1 0.0 -0.86
C 3.7432 1.3651 -0.6761 0.0 0.0 -0.1 -1.82
C 4.0599 0.0850 -1.2002 0.0 0.0 0.0 -0.82
C 3.1819 -0.9474 -1.2698 0.0 0.0 0.0 -1.08
H -0.8144 0.8217 -7.5270 0.0 0.0 0.0 0.37
H 1.3322 1.4374 -6.4473 0.0 0.0 0.0 0.40
H 1.7211 0.8631 -4.0617 0.0 0.0 0.0 0.55
H -2.1841 -0.8678 -3.8423 0.0 0.0 0.1 0.05
H -2.5518 -0.3637 -6.2054 0.0 0.0 0.0 0.48
H 0.4648 0.7857 -0.0028 0.0 0.0 0.0 0.05
H 2.1146 2.4963 0.1257 0.0 0.0 0.1 0.65
H 4.4771 2.1551 -0.6032 0.0 0.0 0.0 0.32
H 5.0649 -0.0967 -1.5756 0.0 0.0 0.0 0.34
H 3.5135 -1.8848 -1.6933 0.0 0.0 0.0 0.33


Record 4
14
Properties=species:S:1:pos:R:3:forces:R:3:mulliken_charge:R:1 method="wB97M-V/def2-TZVPD" lumo_energy_ha=-0.1460 relative_energy_kcal_mol=128.1 charge=+1
C 0.1871 -0.5890 0.1902 -2.8 1.6 -0.2 -0.41
C -2.3090 0.1263 0.0073 3.6 -0.3 0.6 0.79
N 1.0429 1.6133 -0.2453 1.1 -0.1 -0.5 -0.71
N 1.1253 0.2769 0.0800 1.2 -3.9 0.1 0.72
N 2.4513 -0.2304 0.2331 1.1 2.1 0.4 -0.75
N -2.7218 -1.1142 -0.0464 -2.5 1.9 -0.7 -0.34
O -2.1583 1.2605 0.1361 -1.6 -1.5 -0.4 -0.20
H 0.3425 -1.6457 0.4672 1.1 0.8 -0.2 0.22
H 1.9520 2.1064 -0.1026 -1.5 -0.5 0.2 0.30
H 2.5927 -1.1623 -0.1204 -0.5 0.0 -0.3 0.27
H 3.1697 0.4170 -0.1237 -0.6 -0.5 0.1 0.27
H 0.2099 1.9941 0.1578 0.0 0.5 0.3 0.23
H -2.1621 -1.9190 -0.2828 0.6 0.3 0.0 0.30
H -3.7221 -1.1338 -0.3506 0.8 -0.5 0.5 0.31


Here are the calculated max |F| numbers, same order: 3.370; 1.207; 1.660; 4.120 (eV/A).
Here are the calculated total energy numbers, same order: -281.764987; -286.571084; -4379.149084; -374.245442 (hartree).